114
Properties=species:S:1:pos:R:3:forces:R:3:mulliken_spin:R:1 method="wB97M-V/def2-TZVPD" multiplicity=2 orbital_gap_ha="0.242 / 0.175" homo_ha="-0.15938 / -0.15488" charge=-1
Hg 1.40214 -0.81354 0.27003 0.098 -0.618 -0.170 0.28
C 3.48327 1.19109 -1.95094 -0.059 -0.262 -0.109 -0.01
C 3.19484 0.29865 -3.14940 -0.002 0.100 -0.037 0.00
N 2.76157 -1.05696 -2.84787 0.182 0.035 -0.010 0.04
C 2.30062 -1.71456 -4.06534 -0.187 -0.014 0.086 0.00
C 0.84653 -1.36716 -4.35969 0.293 -0.078 -0.017 0.00
C 3.76608 -1.82334 -2.12170 -0.242 -0.083 0.131 -0.01
C 3.28915 -3.22285 -1.69619 0.181 -0.136 -0.244 0.02
N 1.92998 -3.22140 -1.25149 -0.253 1.149 0.725 0.19
C 1.12094 -4.24832 -1.32434 -0.292 -0.520 -0.283 0.01
C -0.11851 -4.23599 -0.61275 -0.198 -0.069 0.185 0.02
F -0.36613 -3.20628 0.23854 0.111 0.127 -0.051 0.03
C -1.07123 -5.21889 -0.68105 -0.068 -0.068 -0.144 0.00
F -2.20167 -5.08730 0.06049 0.196 0.055 -0.092 0.00
C -0.92786 -6.34135 -1.48155 0.103 0.014 0.066 -0.01
C 0.27442 -6.42730 -2.16220 -0.076 0.022 0.117 0.00
F 0.50405 -7.52446 -2.92681 0.034 0.245 0.067 0.00
C 1.25120 -5.45703 -2.09200 0.067 -0.156 -0.067 0.01
F 2.38240 -5.70100 -2.81691 -0.089 0.076 0.038 0.00
H 3.64822 2.20859 -2.30234 0.031 0.098 0.024 0.00
H 4.35918 0.87960 -1.38782 0.044 0.000 0.089 0.00
H 2.62429 1.19821 -1.28059 -0.073 0.066 0.134 0.04
H 2.37652 0.76562 -3.70396 0.166 -0.038 -0.102 -0.01
H 4.08916 0.27936 -3.80702 -0.119 0.030 -0.019 0.00
H 2.36696 -2.79118 -3.92615 0.041 -0.037 -0.010 0.00
H 2.93884 -1.45104 -4.93122 -0.001 -0.076 0.121 0.00
H 0.25939 -1.56316 -3.46830 -0.135 -0.056 0.123 0.00
H 0.46650 -1.96952 -5.18244 -0.067 -0.039 -0.120 0.00
H 0.73890 -0.31863 -4.62053 -0.116 0.173 -0.046 0.00
H 3.99955 -1.26282 -1.21743 0.163 0.067 0.069 -0.02
H 4.69524 -1.94523 -2.71137 0.004 0.085 0.123 0.00
H 3.93320 -3.54841 -0.86567 0.173 0.022 -0.214 0.01
H 3.44878 -3.92023 -2.52686 0.057 0.128 0.162 0.02
H -1.68322 -7.10501 -1.54492 -0.046 -0.059 -0.005 0.00
C -1.68623 3.84325 -4.50682 -0.016 -0.249 -0.091 0.00
C -0.83797 2.57000 -4.39636 0.097 0.174 -0.003 0.00
C 0.59775 2.86484 -4.83707 -0.201 -0.176 -0.057 0.00
C -0.91860 2.03950 -2.98223 -0.049 -0.164 -0.099 0.02
C -0.60402 2.84107 -1.90281 0.050 -0.110 -0.034 0.00
C -0.86820 2.44541 -0.60336 0.084 -0.083 0.061 0.00
C -0.55936 3.43845 0.48641 0.010 0.196 0.032 -0.01
C 0.90526 3.87469 0.41357 -0.168 -0.135 0.134 0.00
C -1.49359 4.64988 0.41073 0.043 -0.193 0.166 0.00
C -1.47550 1.20547 -0.33391 0.424 0.033 -0.355 0.07
C -1.70974 0.33379 -1.42151 0.068 -0.024 0.047 0.02
C -1.40926 0.77639 -2.70888 0.098 0.188 0.017 -0.01
C -2.26550 -1.08444 -1.36446 -0.269 -0.141 0.075 0.01
C -3.30295 -1.32917 -2.47328 0.188 -0.088 0.005 0.00
C -2.89737 -1.51323 -0.05011 0.213 -0.047 -0.090 0.00
C -2.23155 1.09351 0.96047 -0.354 0.116 0.149 -0.05
C -3.57055 1.42886 0.71296 -0.125 0.129 0.129 0.00
C -4.54688 1.43456 1.68612 0.087 -0.027 0.018 0.00
C -4.19199 1.09777 2.97859 -0.070 0.005 0.072 0.00
C -2.87419 0.78631 3.25275 -0.175 0.087 0.012 0.00
C -1.86348 0.79002 2.28851 0.320 -0.068 0.209 0.00
P -0.17274 0.26393 2.90787 -0.034 -0.164 0.061 0.14
C 0.39434 1.58520 4.20531 -0.139 0.013 -0.175 0.06
C -0.71641 2.18364 5.06988 0.069 -0.125 -0.162 0.01
C 1.05394 2.72737 3.43294 -0.059 -0.146 -0.154 0.02
C 1.51296 0.99487 5.06512 -0.034 -0.221 -0.138 0.01
C -0.51602 -1.35703 3.90624 -0.040 0.167 -0.113 0.02
C 0.82615 -2.10019 3.88944 0.050 0.086 -0.149 0.02
C -1.50825 -2.20745 3.11867 0.031 0.192 -0.006 -0.01
C -1.03582 -1.27467 5.34869 0.068 0.184 -0.096 0.01
H -1.80545 4.13591 -5.54884 0.023 0.070 -0.093 0.00
H -1.20766 4.66204 -3.97390 -0.001 0.124 0.061 0.00
H -2.67346 3.68254 -4.07775 -0.091 0.046 0.025 0.00
H -1.26190 1.81756 -5.07331 0.047 0.025 0.127 0.00
H 1.11401 3.47903 -4.10305 0.052 0.101 0.099 0.00
H 0.59736 3.39457 -5.78897 0.048 0.035 -0.094 0.00
H 1.15820 1.94190 -4.95876 0.112 -0.040 -0.020 0.00
H -0.19130 3.82393 -2.07288 0.052 0.152 -0.012 0.00
H -0.73107 2.94227 1.44133 0.054 0.104 -0.066 0.01
H 1.11626 4.41454 -0.50619 0.016 0.053 -0.123 0.00
H 1.55552 3.00455 0.46404 0.174 -0.033 -0.024 0.00
H 1.14780 4.53028 1.24620 0.064 0.087 0.084 0.00
H -1.39697 5.15215 -0.54859 0.007 0.082 -0.145 0.00
H -1.25060 5.36626 1.19420 0.016 0.086 0.091 0.00
H -2.53112 4.34489 0.53590 -0.124 -0.008 -0.017 0.00
H -1.60866 0.12361 -3.54321 -0.035 -0.080 -0.089 0.00
H -1.40286 -1.73931 -1.54046 -0.041 -0.020 0.000 -0.03
H -3.97089 -0.47249 -2.54695 -0.135 0.053 -0.051 0.00
H -3.89556 -2.20956 -2.23291 -0.032 -0.088 0.015 0.00
H -2.85096 -1.50413 -3.44575 -0.003 0.039 -0.127 0.00
H -3.85520 -1.01922 0.09670 -0.073 0.018 0.115 0.00
H -2.24104 -1.27551 0.77272 -0.080 -0.082 0.200 0.00
H -3.05846 -2.58812 -0.05128 0.016 -0.127 -0.047 0.00
H -3.84315 1.68608 -0.30083 -0.001 0.006 -0.102 0.00
H -5.56696 1.68205 1.43007 -0.078 0.047 0.001 0.00
H -4.93051 1.08851 3.76745 -0.033 -0.044 0.087 0.00
H -2.61831 0.52130 4.26376 0.035 0.011 0.110 -0.01
H -1.51593 2.58600 4.44952 -0.065 0.064 0.057 0.00
H -0.30068 3.00868 5.65109 0.096 0.053 0.049 0.00
H -1.13411 1.46720 5.77089 -0.133 -0.069 0.074 0.00
H 0.31578 3.38695 2.99151 -0.076 0.084 -0.083 0.00
H 1.72041 2.32782 2.67202 0.035 0.141 -0.056 0.00
H 1.65588 3.32407 4.11908 0.027 0.047 0.109 0.00
H 1.20342 0.16728 5.69285 -0.022 -0.069 0.069 0.00
H 1.89344 1.77815 5.72252 -0.020 0.112 0.041 0.00
H 2.34431 0.66573 4.44396 -0.011 -0.018 0.079 0.00
H 1.23426 -2.12397 2.87725 0.097 -0.079 0.053 0.01
H 0.67623 -3.13160 4.21073 -0.050 -0.079 0.079 0.00
H 1.57072 -1.64591 4.53548 0.129 0.065 0.011 0.00
H -1.14613 -2.36060 2.11105 -0.041 -0.145 -0.215 0.02
H -2.50022 -1.75771 3.08301 -0.014 -0.022 -0.052 0.00
H -1.59895 -3.18547 3.59271 0.041 -0.096 0.049 0.00
H -0.52485 -0.54049 5.96195 -0.007 0.002 0.040 0.00
H -0.88163 -2.24726 5.81830 -0.018 -0.119 0.005 0.00
H -2.10489 -1.07222 5.37973 -0.075 0.040 0.033 0.00
O 4.19695 -0.08979 3.80692 0.112 -0.143 0.933 0.00
Cl 4.24332 -0.06664 2.38006 0.517 0.471 0.408 0.00
O 5.55951 0.23607 1.93837 0.853 0.149 -0.350 0.00
O 3.33839 0.94480 1.91157 -0.824 0.631 -0.606 0.01
O 3.84017 -1.33744 1.87499 -0.628 -1.232 -0.719 0.01